Entry 1:
{"formula": "CHO5S", "method": "ωB97M-V with the def2-TZVPD basis set", "elements": ["C", "O", "O", "O", "O", "O", "S", "H"], "xyz": [[1.21966, -1.13115, 0.44167], [3.31773, -0.47009, -0.85070], [1.72560, 1.30375, -0.42012], [3.27056, 0.61640, 1.36538], [0.21947, -1.09490, -0.42980], [1.21096, -2.15425, -0.39224], [2.58300, 0.27460, 0.12449], [0.53234, -1.64922, 2.32857]], "lowdin_charge": [-0.455, -0.334, -0.349, -0.370, 0.002, 0.002, 0.405, 0.099], "fmax_ev_per_a": 3.26, "charge": -1, "homo_lumo_gap_ev": [8.13, 8.55], "energy_ev": -22120.2790}



Entry 2:
{"formula": "C8H15N2O", "method": "ωB97M-V with the def2-TZVPD basis set", "elements": ["C", "C", "C", "C", "C", "C", "C", "C", "N", "N", "O", "H", "H", "H", "H", "H", "H", "H", "H", "H", "H", "H", "H", "H", "H", "H"], "xyz": [[2.07475, 0.13430, 2.32605], [-0.33698, 0.78436, -1.75225], [1.89370, 1.42788, 1.47416], [1.87062, -0.59912, 1.04859], [-2.50663, -0.20090, 0.85735], [-2.92032, -1.55824, 0.27518], [-0.32998, -0.05752, -3.08899], [-1.27677, -0.31644, -1.37090], [1.86857, 0.62611, 0.20198], [-2.12196, -0.64804, -0.43172], [-1.03874, -1.06663, -2.42585], [3.03659, -0.09934, 2.71696], [1.35273, 0.07031, 3.12717], [0.64356, 0.73316, -1.28820], [-0.73136, 1.86025, -1.81941], [0.89863, 1.97175, 1.50100], [2.58156, 2.31925, 1.59934], [2.71776, -1.22546, 0.61348], [0.93261, -1.20631, 1.10082], [-3.29122, 0.57505, 0.84490], [-1.73930, -0.14196, 1.71557], [-2.45075, -2.56122, 0.46249], [-3.87553, -1.61258, -0.05933], [-0.86428, 0.29269, -4.01992], [0.80636, -0.34349, -3.36770], [2.80637, 0.84218, -0.24077]], "lowdin_charge": [-0.152, 0.002, -0.188, -0.233, -0.009, -0.001, -0.112, -0.201, -0.103, 0.006, 0.094, 0.099, 0.100, 0.069, 0.162, 0.107, 0.122, 0.135, 0.103, 0.136, 0.154, 0.160, 0.090, 0.148, 0.177, 0.136], "fmax_ev_per_a": 4.56, "charge": 1, "homo_lumo_gap_ev": 9.16, "energy_ev": -13555.6255}



Entry 3:
{"formula": "C5H13NS", "method": "ωB97M-V with the def2-TZVPD basis set", "elements": ["C", "C", "S", "C", "N", "C", "C", "H", "H", "H", "H", "H", "H", "H", "H", "H", "H", "H", "H", "H"], "xyz": [[0.49645, -1.71515, 0.80412], [0.73101, -0.58606, 1.92364], [-0.57620, 0.59873, 2.18980], [-0.26277, -1.25369, -0.44591], [0.35552, -0.01121, -1.03257], [-0.22068, 0.29875, -2.37038], [0.12194, 1.75534, -2.68000], [1.45787, -2.08944, 0.42453], [-0.11771, -2.54341, 1.17949], [1.71001, -0.24476, 1.57106], [0.87074, -1.05198, 2.90119], [0.12252, 1.52804, 1.53714], [-1.34305, -1.07030, -0.31711], [-0.16464, -1.90689, -1.31965], [0.05545, 0.75835, -0.45813], [-1.29776, 0.16055, -2.29737], [0.23954, -0.42766, -3.04811], [1.10315, 1.97639, -2.23878], [-0.63612, 2.37163, -2.16831], [0.29388, 1.94130, -3.73665]], "lowdin_charge": [-0.228, -0.573, 0.720, -0.268, -0.105, -0.293, -0.099, 0.105, 0.097, 0.076, 0.047, -0.143, 0.101, 0.107, 0.032, 0.101, 0.109, 0.071, 0.078, 0.064], "smiles": "CCNCCCS", "fmax_ev_per_a": 2.99, "charge": 0, "homo_lumo_gap_ev": 9.83, "energy_ev": -17720.2451}